[1]
{"formula": "H4O2", "method": "wB97M-V/def2-TZVPD", "species": ["O", "H", "H", "O", "H", "H"], "positions_angstrom": [[-0.297, -1.690, 0.486], [-0.706, -1.607, 1.377], [-0.384, -0.794, 0.089], [0.240, 1.179, -0.373], [0.017, 1.992, -0.879], [1.131, 0.919, -0.700]], "forces_ev_per_angstrom": [[-0.5, 0.8, 0.6], [0.5, 0.0, -1.0], [0.0, -0.7, 0.4], [0.7, 0.5, -0.9], [0.2, -0.9, 0.5], [-0.9, 0.3, 0.4]], "homo_ha": -0.405, "largest_force_ev_per_a": 1.22, "charge": 0, "relative_energy_kcal_mol": 1.6, "smiles": "O.O"}


[2]
{"formula": "H4O2", "method": "wB97M-V/def2-TZVPD", "species": ["O", "H", "H", "O", "H", "H"], "positions_angstrom": [[0.031, -0.430, 1.510], [0.787, -0.653, 0.932], [-0.811, -0.790, 1.057], [0.018, 0.387, -1.417], [-0.851, 0.562, -1.702], [0.485, 1.225, -1.034]], "forces_ev_per_angstrom": [[-1.5, -0.9, -1.0], [-0.9, 0.0, 0.2], [2.4, 0.9, 0.9], [3.4, 1.3, 1.5], [-1.4, 0.9, -0.3], [-1.9, -2.2, -1.2]], "homo_ha": -0.406, "largest_force_ev_per_a": 3.89, "charge": 0, "relative_energy_kcal_mol": 9.9, "smiles": "O.O"}


[3]
{"formula": "H4O2", "method": "wB97M-V/def2-TZVPD", "species": ["O", "H", "H", "O", "H", "H"], "positions_angstrom": [[-1.223, -0.093, 0.070], [-1.272, 0.812, -0.251], [-2.126, -0.371, -0.183], [1.884, -0.015, -0.032], [1.470, -0.929, 0.041], [1.267, 0.597, 0.355]], "forces_ev_per_angstrom": [[-1.2, 0.0, -0.4], [0.5, 0.3, 0.0], [0.7, -0.3, 0.4], [0.0, -2.1, -0.2], [0.6, 2.0, -0.1], [-0.5, 0.0, 0.3]], "homo_ha": -0.408, "largest_force_ev_per_a": 2.10, "charge": 0, "relative_energy_kcal_mol": 5.4, "smiles": "O.O"}


DFT total energy list, top to bottom, in eV: -4159.8676, -4159.5106, -4159.7036
Gap between HOMO and LUMO list, top to bottom, in eV: 11.7, 11.8, 11.8